[1]
91
Properties=species:S:1:pos:R:3 method="wB97M-V/def2-TZVPD" charge=+1 multiplicity=5 s2=6.03 lumo_ha="-0.0764 / -0.1785" orbital_gap_ha="0.250 / 0.194" total_energy_ha=-2896.0296 homo_ev="-8.88 / -10.15"
C -1.9189 -1.9290 -1.3896
C -0.8136 -1.5305 -2.1998
C 0.4025 -1.8550 -1.5076
H -0.9139 -1.0549 -3.1750
C 0.0412 -2.4780 -0.2770
C -1.3775 -2.5656 -0.2234
H 0.7044 -2.8417 0.5068
C -1.2729 2.4790 -0.2608
C -1.0952 1.5135 -1.3343
C 0.3458 1.3667 -1.5351
H -1.8706 1.1991 -2.0425
C 1.0035 2.2026 -0.5931
C 0.0038 2.8784 0.1668
H 1.4267 -1.6354 -1.8193
H -1.9281 -3.0070 0.6017
H -2.9684 -1.7232 -1.5793
H 0.2018 3.6441 0.9193
H 0.7949 0.8084 -2.3612
H -2.2183 2.8165 0.1782
Pd -0.8017 -0.5355 -0.2701
C 2.4880 2.4896 -0.4761
C 2.6435 3.9958 -0.2919
C 3.1940 2.0969 -1.7649
H 2.1626 4.5482 -1.1036
H 3.7134 4.2466 -0.2801
H 2.2251 4.3360 0.6554
H 2.7632 2.6623 -2.5992
H 3.1007 1.0390 -1.9983
H 4.2558 2.3354 -1.6979
C 3.0902 1.8056 0.8084
C 3.2617 0.3154 0.7078
H 2.3565 1.9685 1.6131
H 4.0475 2.3021 1.0649
O 2.2723 -0.4078 0.5534
N 4.5342 -0.2056 0.7830
C 4.5821 -1.6589 1.0503
H 5.1555 0.3395 1.3702
C 4.3464 -2.4080 -0.2246
C 3.6567 -3.6148 -0.1840
H 3.3108 -3.9889 0.7799
C 3.4088 -4.3288 -1.3580
H 2.8743 -5.2846 -1.3122
C 3.8537 -3.8078 -2.5880
H 3.6558 -4.3682 -3.5149
C 4.5504 -2.5917 -2.6351
H 4.9006 -2.1897 -3.5925
C 4.7971 -1.8945 -1.4456
H 5.3415 -0.9437 -1.4581
H 3.7915 -1.9052 1.7662
H 5.5621 -1.9182 1.4687
C -5.3136 -2.6162 -0.0850
Si -5.4651 -1.6583 1.5332
C -7.2876 -1.3776 1.9416
C -4.6192 -2.6466 2.9033
Si -4.3882 0.3997 1.3477
Te -2.1040 0.0529 2.1437
Si -5.4631 1.7476 -0.2409
C -7.2479 1.9971 0.3375
C -4.7301 3.4672 -0.5106
C -5.3886 0.7638 -1.8471
Si -4.0426 1.3837 3.5380
C -5.9080 1.4936 3.9426
C -3.2487 0.5780 5.0711
C -3.3406 3.1163 3.3218
H -5.9455 -3.5120 -0.0157
H -4.2807 -2.9439 -0.2732
H -5.6452 -2.0375 -0.9577
H -7.7404 -2.3616 2.1379
H -7.4411 -0.7510 2.8286
H -7.8299 -0.9156 1.1059
H -3.5332 -2.7137 2.7485
H -4.7897 -2.2035 3.8943
H -5.0430 -3.6633 2.8931
H -7.3017 2.4781 1.3230
H -7.7491 2.6579 -0.3862
H -7.8123 1.0596 0.3938
H -3.8293 3.4282 -1.1423
H -5.4684 4.1029 -1.0171
H -4.4555 3.9604 0.4327
H -4.3608 0.4619 -2.0936
H -6.0048 -0.1429 -1.8096
H -5.7618 1.3978 -2.6670
H -6.3800 0.5092 4.0696
H -5.9357 2.0192 4.9118
H -6.4942 2.0755 3.2191
H -2.1568 0.4106 5.0274
H -3.4473 1.2936 5.8854
H -3.7351 -0.3760 5.3152
H -2.3317 3.1263 2.8824
H -4.0083 3.7519 2.7204
H -3.2917 3.5238 4.3430

---

[2]
90
Properties=species:S:1:pos:R:3 method="wB97M-V/def2-TZVPD" charge=+1 multiplicity=2 s2=0.75 lumo_ha="-0.1035 / -0.1032" orbital_gap_ha="0.226 / 0.225" total_energy_ha=-2472.0430 homo_ev="-8.96 / -8.92"
O -1.7350 -2.9433 -3.3055
O -2.9183 -1.7188 -4.8698
C -0.2775 -2.8923 -3.4955
C 0.4838 -3.5926 -2.4075
H 0.0155 -1.8379 -3.5730
H -0.1274 -3.3731 -4.4661
H 0.5308 -2.9905 -1.4953
H 1.5104 -3.7275 -2.7555
H 0.0800 -4.5827 -2.1879
C -2.3202 -2.8483 -1.9323
C -3.7192 -3.4000 -1.9995
H -2.2978 -1.7932 -1.6277
H -1.6762 -3.4409 -1.2751
H -4.3436 -2.8175 -2.6848
H -4.1741 -3.3574 -1.0042
H -3.7082 -4.4455 -2.3240
C -3.1372 -0.3212 -4.4881
C -2.5519 -2.0228 -6.2513
C -4.3308 -0.2709 -3.5760
H -3.3083 0.2528 -5.4071
H -2.2276 0.0554 -4.0013
H -5.1369 -0.9177 -3.9368
H -4.7138 0.7507 -3.5266
H -4.0644 -0.5736 -2.5591
C -3.6412 -2.8166 -6.9327
H -1.6134 -2.5896 -6.2244
H -2.3849 -1.0789 -6.7863
H -3.8388 -3.7627 -6.4196
H -3.3182 -3.0392 -7.9527
H -4.5704 -2.2439 -6.9933
H -2.3107 -2.3350 -4.0485
Ce 0.3652 1.1536 -0.5746
C -0.0346 1.8834 -2.6231
Si 0.8883 2.0581 -4.2528
H -0.4553 2.8733 -2.3289
H -0.9380 1.2391 -2.7604
C 1.6044 0.4185 -4.8017
C 2.3057 3.2695 -4.1974
C -0.3627 2.7340 -5.4855
C 2.5519 0.4020 -1.0188
Si 3.5783 1.4742 0.1138
H 2.6748 0.5653 -2.1047
H 2.6559 -0.6880 -0.8607
C 4.3636 2.8657 -0.8685
C 4.9108 0.4921 0.9825
C 2.4664 2.2371 1.4532
H 0.1550 3.2421 -6.3107
H -1.0085 3.4774 -4.9942
H -1.0082 1.9601 -5.9196
H 2.3202 0.0087 -4.0787
H 2.1533 0.5940 -5.7385
H 0.8509 -0.3524 -4.9970
H 2.9572 3.1077 -3.3320
H 1.9312 4.3003 -4.1724
H 2.9153 3.1672 -5.1102
H 5.4140 -0.1790 0.2732
H 4.4997 -0.1210 1.7960
H 5.6679 1.1658 1.4087
H 2.1181 1.5100 2.2052
H 1.6011 2.8320 1.0905
H 3.1187 2.9534 1.9747
H 5.2173 3.2734 -0.3079
H 3.6545 3.6834 -1.0586
H 4.7332 2.4946 -1.8345
C -4.4021 2.1383 -0.9868
C -4.9122 1.5269 0.1619
C -4.0416 0.9315 1.0789
C -2.6368 0.9294 0.8415
C -2.1490 1.4957 -0.3459
C -3.0118 2.1189 -1.2390
C -1.7170 0.3553 1.8421
C -2.0704 0.2508 3.2047
C -1.1792 -0.2783 4.1135
C 0.0428 -0.8239 3.6752
C 1.0267 -1.3597 4.5471
C 2.1836 -1.9286 4.0404
C 2.3863 -2.0180 2.6498
C 1.4417 -1.5009 1.7678
C 0.3191 -0.8114 2.2700
N -0.4891 -0.0711 1.4171
H -5.0745 2.6358 -1.6925
H -5.9865 1.5128 0.3484
H -4.4275 0.4604 1.9844
H -2.6291 2.5967 -2.1447
H -3.0311 0.6496 3.5224
H -1.4133 -0.2991 5.1762
H 0.8392 -1.3083 5.6227
H 2.9390 -2.3239 4.7223
H 3.2858 -2.4963 2.2581
H 1.5531 -1.6072 0.6819

---

[3]
105
Properties=species:S:1:pos:R:3 method="wB97M-V/def2-TZVPD" charge=-1 lumo_ha=0.0329 orbital_gap_ha=0.279 total_energy_ha=-2628.5774 homo_ev=-6.70
C 0.5494 -0.4276 -0.2505
O 1.1994 0.4194 -0.9535
O 0.3384 -0.0756 1.0375
O 0.1584 -1.5306 -0.5975
H 0.2004 0.8514 1.2015
C 1.2654 4.1944 -4.3625
C 2.4604 5.1104 -4.4095
C 3.6824 4.9544 -3.4805
C 3.5814 3.9854 -2.3375
C 2.3704 3.0734 -2.3225
C 1.2364 3.2554 -3.3325
N 4.6074 3.9204 -1.3765
O 5.6084 4.7024 -1.4655
O 4.6694 2.9984 -0.6675
H 0.4664 4.5154 -4.9755
H 2.3774 5.7844 -5.1505
H 4.3904 5.7874 -3.4235
H 2.2194 2.4254 -1.4435
H 0.3984 2.6434 -3.3135
C -2.5656 1.3144 -0.7595
C -3.5366 2.4734 -0.8865
C -5.0616 2.1924 -0.4965
C -5.4136 0.8294 -0.0735
C -4.3756 -0.2776 0.0405
C -2.9736 0.1244 -0.4295
N -6.8706 0.3874 0.2515
O -7.8106 1.1404 -0.1745
O -7.0806 -0.6276 0.7375
H -1.6946 1.5884 -1.0665
H -3.4326 3.5094 -0.9565
H -5.7996 2.9884 -0.4715
H -4.6966 -1.2366 0.4745
H -2.0156 -0.6016 -0.5165
C -1.7366 -0.9116 -6.0925
O -2.3796 -0.7466 -7.1755
N -1.8806 -0.1286 -5.0755
C -1.0026 -0.2726 -3.9195
C -2.8376 0.9254 -4.9315
H -1.0206 -1.7226 -6.1225
H -1.1046 -0.9336 -3.1315
H -1.1626 0.5364 -3.2145
H 0.0194 -0.0546 -4.1505
H -2.5456 1.8374 -5.3535
H -3.0866 1.2624 -3.8945
H -3.7196 0.6634 -5.6815
C -4.4776 -3.4056 2.6445
O -4.9486 -3.0026 3.7875
N -3.2916 -2.9466 2.1685
C -2.8066 -3.5726 0.8465
C -2.2746 -2.0956 2.8345
H -4.9656 -3.8106 1.9615
H -2.8346 -4.5726 1.1235
H -1.7716 -3.1836 0.2915
H -3.6116 -3.2446 0.1195
H -1.6356 -1.7296 2.0495
H -1.7546 -2.6926 3.4345
H -2.7066 -1.3076 3.4735
C -3.1386 1.3074 5.2965
O -3.7366 1.8334 6.2405
N -1.9726 1.8384 4.8045
C -1.4576 1.4014 3.4925
C -1.2436 2.8404 5.4985
H -3.4286 0.3114 4.6515
H -1.5466 2.3214 2.7945
H -1.7936 0.6794 2.9825
H -0.4446 1.4324 3.7545
H -0.4406 3.3774 4.8365
H -0.9586 2.3924 6.3465
H -2.0286 3.6264 5.7365
C 2.8014 2.0424 1.5515
O 2.0164 3.0054 1.3495
N 3.2964 1.7544 2.7885
C 4.0854 0.4074 3.0225
C 2.7294 2.4504 3.9335
H 2.9784 1.1504 0.7775
H 5.0644 0.6764 2.7285
H 3.5854 -0.3756 2.2835
H 4.0854 -0.0756 4.0925
H 3.4894 2.5474 4.6945
H 2.1304 1.7944 4.4045
H 2.3504 3.4874 3.8695
C 2.2224 -2.0266 -3.4745
O 1.6354 -2.4936 -4.3785
N 3.6184 -1.7486 -3.4225
C 4.2164 -1.2016 -2.3195
C 4.3514 -2.0836 -4.6375
H 1.7554 -1.7336 -2.5985
H 4.6434 -0.1586 -2.5005
H 5.2124 -1.8706 -2.2015
H 3.5104 -1.3126 -1.5705
H 4.3284 -3.3356 -4.7425
H 5.4554 -1.6956 -4.5015
H 4.1044 -1.6816 -5.4685
C 0.4344 -5.4976 2.8215
O 0.3504 -6.4596 3.6115
N 1.5464 -4.8846 2.4605
C 1.4714 -3.7726 1.5675
C 2.7034 -5.0506 3.2055
H -0.4426 -5.0616 2.4025
H 1.7304 -4.1126 0.4125
H 2.0184 -3.0146 1.9825
H 0.5064 -3.3876 1.1545
H 3.4764 -5.3176 2.5825
H 2.8134 -5.7376 4.0975
H 3.0024 -3.8666 3.5485